Arrangement one

ORCA calculation (ωB97M-V/def2-TZVPD) on a cluster of 8 separate species, C22H63N3O8 in total.

CARTESIAN COORDINATES (ANGSTROEM)
C -27.176 -5.022 23.573
O -26.707 -3.818 22.890
C -25.400 -3.419 23.366
C -24.800 -2.582 22.241
C -23.475 -2.014 22.619
N -25.765 -1.572 21.990
H -26.554 -5.909 23.450
H -28.202 -5.263 23.293
H -27.198 -4.817 24.643
H -25.457 -2.865 24.304
H -24.701 -4.232 23.560
H -24.620 -3.147 21.326
H -23.295 -1.577 23.602
H -23.298 -1.153 21.974
H -22.698 -2.762 22.466
H -25.553 -1.272 21.049
H -26.616 -2.105 21.887
C -25.215 -0.841 15.343
O -25.284 0.311 14.522
C -25.330 1.574 15.233
C -25.861 2.676 14.251
C -24.849 3.091 13.180
N -26.186 3.918 14.943
H -26.158 -0.965 15.876
H -24.362 -0.797 16.020
H -25.182 -1.658 14.622
H -25.868 1.416 16.168
H -24.329 1.856 15.558
H -26.706 2.238 13.720
H -24.082 3.796 13.502
H -25.448 3.580 12.412
H -24.396 2.181 12.788
H -27.057 3.734 15.419
H -26.427 4.610 14.248
C -22.536 -9.600 25.010
O -21.265 -9.665 25.707
C -20.169 -9.320 24.871
C -18.890 -9.478 25.630
C -18.744 -8.429 26.692
N -17.696 -9.376 24.820
H -22.778 -10.475 24.407
H -22.651 -8.692 24.418
H -23.380 -9.776 25.676
H -20.199 -9.977 24.002
H -20.331 -8.304 24.513
H -19.001 -10.485 26.032
H -19.665 -8.319 27.264
H -18.622 -7.482 26.166
H -17.981 -8.687 27.427
H -16.984 -9.146 25.498
H -17.759 -8.536 24.262
C -17.392 -0.642 18.731
C -18.616 -1.087 17.911
O -18.450 -2.307 17.214
H -17.216 -1.399 19.495
H -17.638 0.287 19.245
H -16.559 -0.554 18.033
H -18.988 -0.328 17.222
H -19.464 -1.119 18.594
H -17.596 -2.229 16.784
C -15.438 -3.623 24.724
C -16.751 -3.228 24.120
O -17.018 -4.140 23.065
H -14.549 -3.569 24.097
H -15.480 -4.709 24.806
H -15.274 -3.325 25.760
H -16.653 -2.197 23.778
H -17.517 -3.274 24.893
H -16.249 -4.413 22.559
C -21.963 -7.994 18.824
C -22.311 -6.610 19.449
O -23.552 -6.996 20.122
H -22.846 -8.381 18.315
H -21.530 -8.677 19.555
H -21.223 -7.884 18.031
H -22.281 -5.902 18.621
H -21.599 -6.237 20.186
H -24.327 -6.488 19.868
C -14.741 -12.738 18.599
C -15.872 -12.094 19.312
O -15.329 -11.089 20.155
H -14.185 -13.387 19.275
H -14.194 -11.932 18.109
H -15.061 -13.397 17.792
H -16.344 -12.732 20.060
H -16.681 -11.709 18.691
H -15.815 -11.127 20.982
C -28.243 -9.383 15.751
C -28.167 -9.737 14.286
O -27.090 -10.721 14.198
H -27.397 -8.711 15.891
H -28.207 -10.262 16.396
H -29.185 -8.886 15.986
H -27.855 -8.847 13.739
H -28.981 -10.176 13.709
H -26.906 -10.764 13.257

Summary:
SMILES string ... COC[C@H](C)N.COC[C@H](C)N.COC[C@H](C)N.CCO.CCO.CCO.CCO.CCO
E_LUMO ... 0.00914 Eh
Gap between HOMO and LUMO ... 9.631 eV
Net charge ... 0

Arrangement two

ORCA calculation (ωB97M-V/def2-TZVPD) on a cluster of 8 separate species, C22H63N3O8 in total.

CARTESIAN COORDINATES (ANGSTROEM)
C 0.814 -6.296 3.135
O -0.352 -5.634 2.711
C -0.277 -4.231 2.825
C -1.689 -3.582 2.751
C -2.268 -3.883 1.392
N -1.678 -2.145 3.022
H 1.701 -5.875 2.660
H 0.665 -7.349 2.896
H 0.915 -6.183 4.214
H 0.352 -3.876 3.641
H 0.201 -3.898 1.904
H -2.330 -4.111 3.456
H -3.330 -3.641 1.442
H -2.246 -4.903 1.009
H -1.798 -3.168 0.718
H -2.534 -1.715 2.701
H -1.106 -1.690 2.325
C -1.901 3.525 7.119
O -1.718 2.659 6.032
C -0.930 3.211 5.002
C 0.603 3.227 5.313
C 1.338 3.981 4.279
N 1.155 1.929 5.305
H -2.569 4.370 6.950
H -1.052 3.981 7.629
H -2.316 2.883 7.896
H -0.978 2.529 4.152
H -1.328 4.189 4.732
H 0.732 3.735 6.268
H 1.240 3.593 3.265
H 2.403 3.968 4.512
H 1.110 5.045 4.343
H 0.436 1.287 5.605
H 1.245 1.620 4.348
C -2.526 7.111 1.504
O -2.592 6.904 0.130
C -2.322 5.614 -0.321
C -0.856 5.134 -0.281
C 0.029 5.926 -1.243
N -0.735 3.745 -0.658
H -1.484 7.018 1.808
H -3.133 6.397 2.062
H -2.814 8.127 1.774
H -2.955 4.964 0.283
H -2.795 5.273 -1.242
H -0.508 5.210 0.750
H 0.017 6.988 -1.000
H -0.383 5.849 -2.249
H 1.063 5.584 -1.198
H -0.998 3.876 -1.625
H -1.565 3.218 -0.427
C 0.344 -1.840 -6.454
C -0.723 -1.040 -7.250
O -1.762 -0.487 -6.399
H 0.807 -1.292 -5.633
H 1.191 -2.078 -7.097
H -0.115 -2.755 -6.078
H -1.209 -1.777 -7.889
H -0.399 -0.112 -7.721
H -2.580 -0.817 -6.779
C -4.945 1.036 -2.411
C -4.210 0.268 -1.348
O -4.030 1.135 -0.278
H -5.945 1.350 -2.110
H -5.009 0.406 -3.298
H -4.416 1.979 -2.550
H -3.289 -0.110 -1.792
H -4.865 -0.559 -1.074
H -4.857 1.191 0.207
C 1.463 -6.321 -1.668
C 1.072 -7.774 -1.686
O 0.014 -8.004 -0.818
H 0.629 -5.674 -1.939
H 2.174 -6.271 -2.493
H 1.876 -6.005 -0.710
H 1.881 -8.392 -1.297
H 0.807 -8.088 -2.695
H 0.242 -7.490 -0.040
C 1.831 -0.503 -1.391
C 2.252 -0.369 0.061
O 1.178 0.117 0.740
H 1.619 0.436 -1.902
H 0.896 -1.046 -1.525
H 2.541 -1.102 -1.963
H 3.120 0.262 0.253
H 2.496 -1.384 0.374
H 0.881 0.958 0.383
C 6.235 -0.262 -4.091
C 6.954 -1.567 -4.245
O 7.468 -1.689 -5.578
H 6.978 0.535 -4.087
H 5.661 -0.241 -3.164
H 5.546 0.006 -4.892
H 6.194 -2.314 -4.012
H 7.835 -1.716 -3.622
H 8.215 -1.091 -5.656

Summary:
SMILES string ... COC[C@H](C)N.COC[C@H](C)N.COC[C@H](C)N.CCO.CCO.CCO.CCO.CCO
E_LUMO ... 0.01419 Eh
Gap between HOMO and LUMO ... 9.374 eV
Net charge ... 0

How do the energies compare? Relative to the most stable structure, in kcal/mol: arrangement one 9.2; arrangement two 0.0.

Arrangement one

ORCA calculation (ωB97M-V/def2-TZVPD) on an isolated molecule of C6H9NO3.

CARTESIAN COORDINATES (ANGSTROEM)
C -2.689 -0.257 1.424
N -1.630 -0.403 0.438
C -1.176 -1.554 0.000
C -0.045 -1.644 -0.944
C 0.970 -1.147 0.072
C 1.837 -2.104 0.664
O 1.727 -3.336 0.555
C 0.950 0.213 0.580
O 1.366 0.609 1.662
H -2.641 0.754 1.846
H -3.658 -0.400 0.933
H -2.555 -0.991 2.225
H -1.566 -2.467 0.458
H 0.161 -2.694 -1.188
H -0.179 -1.025 -1.840
H 2.612 -1.686 1.339
H -1.317 0.544 -0.087
O 0.566 1.321 -0.345
H 0.644 1.029 -1.259

Summary:
E_LUMO (spin up / spin down) ... -0.01829 / -0.01830 Eh
Gap between HOMO and LUMO (spin up / spin down) ... 7.365 / 7.364 eV
Net charge ... 0

Arrangement two

ORCA calculation (ωB97M-V/def2-TZVPD) on an isolated molecule of C6H9NO3.

CARTESIAN COORDINATES (ANGSTROEM)
C -1.762 -1.731 -1.154
O -1.007 -0.765 -1.708
C 0.059 -0.279 -0.740
C 0.929 0.768 -1.280
O 1.596 1.115 -2.156
N 0.662 1.514 -0.014
C -0.347 0.539 0.391
C -0.082 -0.039 1.838
C 1.146 -0.628 2.043
O -1.030 0.178 2.631
H -2.581 -2.202 -1.792
H -2.091 -1.343 -0.163
H -1.077 -2.619 -0.908
H 0.750 -1.297 -0.450
H 0.715 2.271 0.296
H -1.244 1.184 0.109
H 1.481 -0.651 3.050
H 1.778 -0.113 1.456
H 1.509 -1.841 1.766

Summary:
SMILES string ... CO[C@H]1C(=O)N[C@@H]1C(C)=O
E_LUMO ... 0.00289 Eh
Gap between HOMO and LUMO ... 9.851 eV
Net charge ... 0

Arrangement three

ORCA calculation (ωB97M-V/def2-TZVPD) on an isolated molecule of C6H9NO3.

CARTESIAN COORDINATES (ANGSTROEM)
C -2.082 -0.747 -0.327
C -1.017 0.037 0.385
C -1.313 1.496 0.610
O -1.993 2.157 -0.134
O -0.352 -0.556 1.503
C 0.425 -0.332 0.355
C 0.928 -1.534 -0.411
C 1.470 0.764 0.526
N 2.128 1.164 -0.570
O 1.870 1.136 1.629
H -1.899 -1.823 -0.261
H -3.064 -0.527 0.113
H -2.108 -0.455 -1.385
H -0.861 1.931 1.529
H 0.366 -2.434 -0.142
H 0.834 -1.366 -1.492
H 1.988 -1.703 -0.175
H 1.626 1.196 -1.447
H 3.056 1.596 -0.305

Summary:
SMILES string ... C[C@@]1(C=O)O[C@]1(C)C(N)=O
E_LUMO ... 0.02211 Eh
Gap between HOMO and LUMO ... 10.637 eV
Net charge ... 0

Arrangement four

ORCA calculation (ωB97M-V/def2-TZVPD) on an isolated molecule of C6H9NO3.

CARTESIAN COORDINATES (ANGSTROEM)
H 0.871 -1.823 -1.181
N 1.718 -1.400 -0.808
C 1.462 -0.499 0.076
O 2.554 0.142 0.469
C 0.237 0.340 0.077
O 0.056 1.257 1.140
C 0.048 1.786 -0.172
C -1.349 1.571 -0.745
C -1.144 0.047 -0.549
O -2.095 -0.575 0.249
C -1.822 -1.934 0.498
H 3.198 -0.166 -0.334
H 0.799 2.534 -0.426
H -1.447 1.855 -1.798
H -2.158 2.013 -0.151
H -1.027 -0.471 -1.518
H -2.652 -2.336 1.091
H -1.744 -2.506 -0.443
H -0.887 -2.057 1.071

Summary:
SMILES string ... [H]/N=C(/O)[C@@]12O[C@@H]1C[C@@H]2OC
E_LUMO ... 0.01988 Eh
Gap between HOMO and LUMO ... 10.298 eV
Net charge ... 0

How do the energies compare? Relative to the most stable structure, in kcal/mol: arrangement one 28.4; arrangement two 104.3; arrangement three 0.0; arrangement four 54.0.

Arrangement one

ORCA calculation (ωB97M-V/def2-TZVPD) on a cluster of 3 separate species, C4H15NO3 in total.

CARTESIAN COORDINATES (ANGSTROEM)
C -2.039 0.308 1.144
O -0.839 -0.029 0.467
C -0.528 0.950 -0.497
C 0.697 0.610 -1.429
C 2.002 0.375 -0.658
N 0.963 1.579 -2.493
H -1.836 1.099 1.867
H -2.388 -0.498 1.789
H -2.807 0.688 0.471
H -1.309 1.241 -1.198
H -0.325 1.888 0.021
H 0.540 -0.304 -2.003
H 1.730 -0.191 0.233
H 2.557 1.284 -0.425
H 2.617 -0.315 -1.235
H 1.127 2.537 -2.216
H 1.766 1.356 -3.062
O 0.425 -1.658 2.871
H -0.044 -1.754 2.042
H 0.034 -2.317 3.445
O -0.440 -2.464 0.233
H -1.271 -2.853 0.504
H -0.634 -1.532 0.129

Summary:
SMILES string ... COC[C@H](C)N.O.O
E_LUMO ... 0.02601 Eh
Gap between HOMO and LUMO ... 9.862 eV
Net charge ... 0

Arrangement two

ORCA calculation (ωB97M-V/def2-TZVPD) on a cluster of 4 separate species, C4H15NO3 in total.

CARTESIAN COORDINATES (ANGSTROEM)
C 1.767 1.250 1.038
C 0.753 0.186 1.285
C -0.232 -0.112 0.389
C -1.162 -1.220 0.737
N -2.257 -0.731 1.641
H 1.213 2.236 0.734
H 2.302 1.533 2.008
H 2.524 1.037 0.355
H 0.894 -0.358 2.113
H -0.466 0.536 -0.387
H -1.566 -1.586 -0.299
H -0.663 -2.159 1.324
H -2.190 0.332 1.762
H -3.159 -0.877 1.333
O -0.761 -1.001 -2.379
H 0.059 -1.184 -1.992
H -0.388 -1.247 -3.197
O -0.727 2.672 -1.427
H -0.763 1.799 -1.598
H -1.569 3.053 -1.743
O 1.823 -1.555 -0.740
H 2.571 -1.098 -1.137
H 1.995 -1.507 0.180

Summary:
SMILES string ... C/C=C/CN.O.O.O
E_LUMO ... 0.02015 Eh
Gap between HOMO and LUMO ... 9.282 eV
Net charge ... 0

How do the energies compare? Relative to the most stable structure, in kcal/mol: arrangement one 0.0; arrangement two 32.8.